1.
The following is a quantum chemistry calculation of a structure of composition C43H60CdF9GeN4OP3, from the Open Molecules 2025 dataset.

Summary:
ΔE to the lowest compared entry with this formula, charge and spin (eV): 0.0000
Gap between HOMO and LUMO (spin up / spin down) (eV): 7.2 / 6.8
Net charge: +1
LUMO level (spin up / spin down) (eV): -1.9 / -3.6
Spin multiplicity: 2

Last column: Mulliken spin population.
Atoms and positions in Å:
Cd (1.3624, 0.8585, -0.0023)  0.05
C (-1.9434, 3.1000, -2.6680)  0.00
C (-1.4975, 3.8114, -1.3897)  0.02
C (-2.6070, 4.7647, -0.9341)  0.00
P (-0.9531, 2.6149, -0.0707)  -0.06
C (-2.5896, 1.8165, 0.3300)  0.01
N (-2.5952, 0.3752, 0.4735)  0.31
Ge (-1.1569, -0.7695, -0.0300)  0.12
N (-1.3332, -1.1835, -1.8760)  0.08
C (-0.5577, -0.5562, -2.9254)  0.01
P (1.1512, -0.1072, -2.4185)  -0.01
C (2.1874, -1.6109, -2.6578)  0.03
C (2.4328, -1.9995, -4.1143)  0.00
C (1.6073, -2.7936, -1.8848)  -0.03
C (1.6963, 1.1262, -3.6810)  0.04
C (1.0707, 0.9343, -5.0648)  0.00
C (1.4831, 2.5617, -3.2015)  0.04
C (-2.6492, -1.5004, -2.2136)  -0.02
C (-3.2241, -1.3271, -3.4731)  0.01
C (-4.5605, -1.6503, -3.6762)  0.00
C (-5.3530, -2.1253, -2.6452)  0.01
C (-4.7959, -2.2965, -1.3830)  -0.01
C (-3.4658, -1.9989, -1.1885)  0.02
N (-2.7941, -2.1600, 0.0907)  0.02
C (-3.5534, -1.6422, 1.2176)  0.04
C (-4.2704, -2.4287, 2.0890)  -0.01
C (-4.9974, -1.8153, 3.1061)  0.02
C (-4.9936, -0.4349, 3.2112)  -0.01
C (-4.2433, 0.3572, 2.3492)  0.02
C (-3.4809, -0.2420, 1.3509)  -0.06
C (-2.1720, -3.4529, 0.2975)  0.03
C (-2.7286, -4.6542, -0.0786)  -0.01
C (-2.0301, -5.8304, 0.1740)  0.01
C (-0.7904, -5.7716, 0.7872)  -0.01
C (-0.2186, -4.5577, 1.1493)  0.02
C (-0.9092, -3.3715, 0.9058)  -0.03
N (-0.4492, -2.0786, 1.1841)  0.25
C (0.8446, -2.0133, 1.8220)  0.05
P (1.3747, -0.3292, 2.3201)  -0.07
C (3.1204, -0.5483, 2.8583)  0.04
C (3.4804, -1.8984, 3.4790)  0.00
C (3.5477, 0.6205, 3.7472)  0.00
C (0.3819, 0.1352, 3.8033)  0.02
C (0.5975, -0.7851, 5.0076)  0.00
C (-1.1074, 0.2238, 3.4852)  -0.02
C (-0.4918, 3.7883, 1.3173)  0.01
C (0.9720, 3.6067, 1.7120)  0.04
C (-1.4076, 3.7766, 2.5383)  0.00
H (-2.0990, 3.8306, -3.4629)  0.00
H (-2.8914, 2.5791, -2.5242)  0.00
H (-1.2169, 2.3715, -3.0242)  0.01
H (-0.5930, 4.3891, -1.6089)  0.00
H (-3.5573, 4.2367, -0.8417)  0.00
H (-2.7456, 5.5460, -1.6827)  0.00
H (-2.4015, 5.2584, 0.0145)  0.00
H (-3.2409, 2.0790, -0.5088)  0.00
H (-3.0047, 2.3192, 1.2049)  -0.01
H (-1.0356, 0.3657, -3.2799)  -0.01
H (-0.4979, -1.2190, -3.7973)  0.00
H (3.1391, -1.3163, -2.2049)  0.00
H (1.5029, -2.2649, -4.6223)  0.00
H (3.0763, -2.8803, -4.1446)  0.00
H (2.9295, -1.2141, -4.6817)  0.00
H (0.6901, -3.1638, -2.3467)  0.00
H (1.3637, -2.5358, -0.8538)  0.02
H (2.3307, -3.6099, -1.8660)  0.00
H (2.7726, 0.9470, -3.7446)  0.00
H (0.0165, 1.2189, -5.0655)  0.00
H (1.1487, -0.0858, -5.4364)  0.00
H (1.5775, 1.5853, -5.7787)  0.00
H (0.4218, 2.7914, -3.0933)  -0.01
H (1.8927, 3.2561, -3.9366)  0.00
H (1.9859, 2.7455, -2.2550)  0.00
H (-2.6438, -0.9391, -4.2977)  0.00
H (-4.9864, -1.5157, -4.6617)  0.00
H (-6.3944, -2.3582, -2.8154)  0.00
H (-5.3956, -2.6470, -0.5525)  0.00
H (-4.2682, -3.5047, 1.9737)  0.00
H (-5.5727, -2.4151, 3.7966)  0.00
H (-5.5775, 0.0443, 3.9858)  0.00
H (-4.2514, 1.4306, 2.4792)  0.00
H (-3.6901, -4.6748, -0.5736)  0.00
H (-2.4534, -6.7818, -0.1145)  0.00
H (-0.2444, -6.6852, 0.9813)  0.00
H (0.7639, -4.5499, 1.5990)  0.00
H (1.6573, -2.4172, 1.1996)  0.02
H (0.8279, -2.6308, 2.7273)  0.00
H (3.6631, -0.4724, 1.9187)  0.00
H (2.9700, -2.0768, 4.4246)  0.00
H (4.5538, -1.9159, 3.6751)  0.00
H (3.2646, -2.7313, 2.8097)  0.00
H (3.1863, 0.4978, 4.7681)  0.00
H (3.1937, 1.5834, 3.3773)  0.00
H (4.6356, 0.6672, 3.7843)  0.00
H (0.7424, 1.1385, 4.0570)  0.00
H (0.3650, -1.8235, 4.7650)  0.00
H (-0.0879, -0.4835, 5.8013)  0.00
H (1.6069, -0.7408, 5.4086)  0.00
H (-1.5465, -0.7664, 3.3590)  0.00
H (-1.2996, 0.7861, 2.5705)  -0.01
H (-1.6280, 0.7225, 4.3042)  0.00
H (-0.5725, 4.7750, 0.8542)  0.00
H (1.1177, 2.6892, 2.2923)  -0.01
H (1.3066, 4.4386, 2.3339)  0.00
H (1.6349, 3.5771, 0.8423)  -0.01
H (-1.5282, 2.7747, 2.9561)  0.00
H (-2.4011, 4.1650, 2.3089)  0.00
H (-0.9842, 4.4097, 3.3197)  0.00
F (5.8910, 3.0223, 0.5145)  0.00
C (4.6691, 2.6289, 0.1669)  0.00
F (3.9649, 2.4128, 1.2991)  0.00
F (4.0659, 3.6526, -0.4521)  0.00
C (4.6389, 1.3525, -0.7168)  0.00
O (3.3685, 0.9551, -0.9346)  -0.01
C (5.2889, 1.6677, -2.1016)  0.00
F (6.5208, 2.1743, -2.0148)  0.00
F (5.3392, 0.5386, -2.8287)  0.00
F (4.5489, 2.5411, -2.7938)  0.00
C (5.5073, 0.2082, -0.0373)  0.00
F (5.7035, 0.4277, 1.2769)  0.00
F (4.8634, -0.9647, -0.1417)  0.00
F (6.7114, 0.0453, -0.5813)  0.00

2.
The following is a quantum chemistry calculation of a structure of composition C31H27AlN5O4S, from the Open Molecules 2025 dataset.

Summary:
ΔE to the lowest compared entry with this formula, charge and spin (eV): 0.1479
Gap between HOMO and LUMO (eV): 6.7
Net charge: +1
LUMO level (eV): -3.6

Last column: Mulliken charge in e.
Atoms and positions in Å:
Al (-1.1768, -0.3741, 0.5912)  -0.63
C (-2.0874, -2.8885, 2.8352)  -1.22
C (-1.5955, -1.6157, 3.4525)  1.05
C (-1.7063, -1.4315, 4.8276)  -0.95
C (-1.2743, -0.2579, 5.4073)  -0.80
C (-0.7049, 0.7190, 4.6056)  -1.14
C (-0.6085, 0.4791, 3.2516)  0.36
N (-1.0548, -0.6560, 2.6807)  0.31
C (0.0706, 1.4143, 2.3209)  1.39
C (0.4750, 2.6874, 2.6708)  -1.23
C (1.1765, 3.4327, 1.7376)  -0.83
C (1.5128, 2.8584, 0.5263)  -0.78
C (1.0814, 1.5735, 0.2298)  0.51
N (0.3058, 0.8960, 1.1004)  0.75
C (1.6028, 0.8941, -0.9843)  0.70
C (1.6162, 1.5403, -2.2067)  -0.73
C (2.1921, 0.8754, -3.2770)  -0.81
C (2.7654, -0.3628, -3.0641)  -0.69
C (2.7424, -0.9191, -1.7862)  0.98
C (3.4444, -2.2185, -1.5091)  -1.57
N (2.1438, -0.3072, -0.7641)  -0.19
H (-2.3182, -3.6112, 3.6141)  0.49
H (-1.3440, -3.3272, 2.1733)  0.01
H (-2.9903, -2.7072, 2.2519)  0.29
H (-2.1354, -2.2205, 5.4282)  0.50
H (-1.3634, -0.1064, 6.4745)  0.44
H (-0.3272, 1.6334, 5.0358)  0.40
H (0.2441, 3.0953, 3.6425)  0.45
H (1.4956, 4.4391, 1.9728)  0.45
H (2.1346, 3.3784, -0.1879)  0.57
H (1.1317, 2.4963, -2.3325)  0.47
H (2.1964, 1.3247, -4.2609)  0.45
H (3.2517, -0.8947, -3.8716)  0.44
H (4.4948, -2.1526, -1.7953)  0.52
H (3.0031, -3.0362, -2.0840)  0.28
H (3.4006, -2.4524, -0.4484)  0.28
O (-1.5436, 1.8652, -2.5168)  -0.65
C (-1.9892, 0.9892, -1.8106)  0.65
O (-1.1987, 0.2359, -1.0603)  0.17
C (-3.4581, 0.7031, -1.7524)  0.13
C (-4.2049, 1.1425, -2.8479)  -0.89
C (-5.5652, 0.9240, -2.9287)  -0.58
C (-6.2074, 0.2675, -1.8860)  -0.57
C (-5.4873, -0.1543, -0.7842)  -0.91
C (-4.1088, 0.0517, -0.6995)  1.07
S (-3.3888, -0.4868, 0.8353)  -0.55
H (-3.6760, 1.6596, -3.6365)  0.47
H (-6.1216, 1.2646, -3.7911)  0.41
H (-7.2744, 0.0907, -1.9253)  0.39
H (-5.9919, -0.6457, 0.0375)  0.45
O (5.2883, -4.5774, 1.3842)  -0.53
C (4.3742, -5.6361, 1.3861)  -0.52
N (3.1252, -5.2984, 0.7145)  -0.11
C (2.3413, -4.3445, 1.2673)  0.09
O (2.5944, -3.8196, 2.3385)  -0.69
C (1.1562, -3.8844, 0.4677)  -0.14
C (0.5206, -4.6244, -0.5196)  -0.12
C (-0.5681, -4.0811, -1.1850)  -1.44
C (-0.9989, -2.8190, -0.8332)  -0.21
N (-0.3937, -2.1134, 0.1348)  1.66
C (0.6664, -2.6250, 0.7611)  -0.45
H (5.0021, -3.9429, 2.0525)  0.36
H (4.1274, -5.9528, 2.3993)  0.31
H (4.8271, -6.4630, 0.8457)  0.40
H (3.0671, -5.4609, -0.2775)  0.30
H (0.8520, -5.6272, -0.7597)  0.63
H (-1.0870, -4.6296, -1.9572)  0.49
H (-1.8481, -2.3434, -1.3070)  0.52
H (1.1389, -2.0221, 1.5249)  0.34

3.
The following is a quantum chemistry calculation of a structure of composition C39H30ClNO6P2Pd, from the Open Molecules 2025 dataset.

Summary:
ΔE to the lowest compared entry with this formula, charge and spin (eV): 0.0000
Gap between HOMO and LUMO (eV): 5.3
Net charge: -2
LUMO level (eV): 4.2

Last column: Mulliken charge in e.
Atoms and positions in Å:
Pd (0.0437, 0.7065, 1.2435)  -0.85
O (-3.2420, 3.7156, 2.2859)  -0.56
C (-2.1214, 2.9414, 2.3497)  -0.14
O (-2.1976, 1.7605, 2.5342)  -0.45
C (-0.8689, 3.7504, 2.1777)  -0.17
C (-0.8643, 5.0633, 2.6210)  -0.43
C (0.3103, 5.7850, 2.4764)  -0.66
C (1.3699, 5.1875, 1.8277)  -0.40
C (1.2762, 3.8653, 1.3872)  0.18
N (0.1813, 3.1341, 1.6167)  1.56
C (2.4634, 3.3018, 0.5531)  -0.07
O (3.1665, 4.2061, 0.0469)  -0.82
O (2.5634, 2.0728, 0.4758)  -0.58
H (-3.9701, 3.0910, 2.4165)  0.38
H (-1.7524, 5.4888, 3.0666)  0.50
H (0.3820, 6.8036, 2.8394)  0.40
H (2.2905, 5.7121, 1.6156)  0.49
C (0.7678, -0.7487, -2.0165)  -1.78
P (-0.3045, 0.1782, -0.8031)  1.84
C (-1.9375, -0.5735, -1.2510)  0.54
C (-2.4685, -0.6226, -2.5390)  -0.18
C (-3.6991, -1.2136, -2.7796)  -0.83
C (-4.4161, -1.7738, -1.7262)  -0.54
C (-3.8945, -1.7319, -0.4422)  -0.59
C (-2.6635, -1.1294, -0.2041)  -0.42
C (-0.4128, 1.7812, -1.7172)  0.97
C (0.7577, 2.4797, -2.0090)  -0.75
C (0.7140, 3.7838, -2.4802)  -0.67
C (-0.5054, 4.4191, -2.6759)  -0.48
C (-1.6806, 3.7400, -2.3768)  -0.77
C (-1.6331, 2.4398, -1.8946)  -0.34
P (1.5929, -2.1729, -1.1966)  -0.03
C (2.1863, -3.1205, -2.6593)  0.34
C (2.4614, -4.4836, -2.5110)  -0.49
C (2.9904, -5.2268, -3.5531)  -0.57
C (3.2717, -4.6210, -4.7727)  -0.41
C (3.0159, -3.2683, -4.9327)  -0.59
C (2.4770, -2.5261, -3.8871)  -0.27
C (0.1469, -3.1919, -0.7324)  0.22
C (-0.6982, -3.8051, -1.6622)  -0.01
C (-1.8026, -4.5203, -1.2344)  -0.62
C (-2.0819, -4.6214, 0.1281)  -0.33
C (-1.2647, -4.0001, 1.0561)  -0.41
C (-0.1477, -3.2918, 0.6230)  -0.64
H (1.5488, -0.0529, -2.3303)  0.61
H (0.1941, -1.0596, -2.8930)  0.66
H (-1.9201, -0.1813, -3.3657)  0.41
H (-4.0997, -1.2396, -3.7873)  0.37
H (-5.3755, -2.2441, -1.9119)  0.33
H (-4.4361, -2.1778, 0.3840)  0.46
H (-2.2415, -1.0924, 0.7985)  0.33
H (1.7222, 2.0439, -1.7744)  0.21
H (1.6427, 4.3164, -2.6415)  0.32
H (-0.5371, 5.4431, -3.0295)  0.35
H (-2.6403, 4.2309, -2.5015)  0.35
H (-2.5583, 1.9379, -1.6363)  0.37
H (2.2414, -4.9658, -1.5651)  0.37
H (3.1850, -6.2843, -3.4153)  0.36
H (3.6861, -5.2008, -5.5892)  0.34
H (3.2311, -2.7835, -5.8783)  0.37
H (2.2791, -1.4718, -4.0357)  0.34
H (-0.4949, -3.7146, -2.7239)  0.41
H (-2.4619, -4.9816, -1.9618)  0.38
H (-2.9587, -5.1692, 0.4571)  0.37
H (-1.4789, -4.0046, 2.1171)  0.46
H (0.4605, -2.7795, 1.3567)  0.25
Cl (3.3159, 3.2125, 5.4364)  -0.31
C (2.4435, 1.7428, 5.0339)  0.47
C (1.1614, 1.8382, 4.5264)  -0.70
C (0.4826, 0.6699, 4.2006)  -0.23
C (1.0641, -0.5757, 4.4054)  0.01
C (2.3499, -0.6380, 4.9283)  -0.37
C (3.0559, 0.5170, 5.2336)  -0.62
C (0.2819, -1.8593, 4.0766)  0.12
O (0.6668, -2.8991, 4.6541)  -0.84
O (-0.6514, -1.7172, 3.2575)  -0.53
H (0.7143, 2.8126, 4.3737)  0.40
H (-0.5240, 0.7037, 3.8022)  0.78
H (2.7827, -1.6165, 5.0948)  0.42
H (4.0665, 0.4759, 5.6196)  0.40

4.
The following is a quantum chemistry calculation of an isolated molecule of C2H8OS4Si at a distorted geometry, from the Open Molecules 2025 dataset.

Summary:
Structure (SMILES): CCO[SiH2]SSSS
ΔE to the lowest compared entry with this formula, charge and spin (eV): 0.9676
Gap between HOMO and LUMO (eV): 7.5
LUMO level (eV): -1.5

Last column: Mulliken charge in e.
Atoms and positions in Å:
C (-0.2647, 0.6047, -1.0186)  -1.15
C (-1.2039, -0.0692, -0.1711)  0.04
O (-0.6120, -1.3210, 0.2535)  -0.19
Si (0.8622, -1.8298, 0.6733)  0.46
S (2.1237, -1.7669, -1.0584)  -0.24
S (4.4394, -1.3133, -0.0405)  -0.01
S (4.0619, 0.3501, 0.9785)  0.01
S (4.7473, 1.9820, -0.2732)  -0.17
H (0.6446, 0.8317, -0.4148)  0.23
H (-0.1527, 0.0780, -1.9703)  0.28
H (-0.6350, 1.5426, -1.3245)  0.43
H (-1.9765, -0.3334, -0.9111)  0.21
H (-1.4488, 0.4096, 0.8398)  0.23
H (0.5489, -3.2927, 0.8898)  -0.13
H (1.5898, -0.9378, 1.4653)  -0.16
H (3.3874, 2.4599, -0.5833)  0.17